No. 1
Below is C43H44BrCsF4N2O5P as an isolated structure at a distorted geometry, with properties calculated with wB97M-V/def2-TZVPD.

maximum force	2.89	eV/Å
HOMO-LUMO gap	6.38	eV
HOMO	-0.1655	Ha
total charge	-1
molecular weight	988.61	g mol⁻¹

Last column: Löwdin charge in e.
Atoms and positions in Å:
Cs1 0.8667 -0.2884 -0.4137  1.49
O1 -2.7748 2.8650 2.3098  0.10
C1 -2.2994 1.7174 1.7699  -0.50
O2 -2.7873 1.1918 0.8106  0.11
C2 -1.1023 1.2489 2.5573  -0.13
O3 -0.5891 0.0785 2.0027  -0.32
C3 0.4244 -0.5522 2.7759  -0.15
C4 0.9305 -1.8435 2.0720  -0.78
O4 1.8518 -2.4347 2.6378  0.01
O5 0.3660 -2.1604 0.9799  -0.48
H1 -3.5258 3.1307 1.7603  0.13
H2 -1.4302 1.1000 3.5944  0.15
H3 -0.3693 2.0681 2.5572  0.15
H4 0.0459 -0.8554 3.7578  0.13
H5 1.2777 0.1154 2.9322  0.12
C5 -0.9018 3.0826 -1.2167  -0.05
C6 -0.0017 4.3013 -1.4556  -0.36
C7 0.6911 4.2157 -2.8231  -0.05
C8 0.9523 4.5200 -0.2879  -0.14
C9 0.8200 5.6816 0.4650  -0.05
C10 1.6432 5.9443 1.5529  -0.09
C11 2.6099 5.0172 1.9026  -0.05
C12 2.7803 3.8387 1.1779  -0.14
C13 3.8295 2.8321 1.6256  -0.37
C14 3.6894 2.4871 3.1111  -0.07
C15 5.2471 3.3318 1.3285  -0.06
C16 1.9625 3.5964 0.0571  -0.18
N1 2.0776 2.3946 -0.6671  -0.03
C17 3.0887 2.2285 -1.4512  -0.15
C18 3.3852 1.0847 -2.2533  -0.35
C19 4.5190 0.9783 -3.0826  -0.07
C20 4.4628 -0.2879 -3.6613  -0.06
C21 3.2865 -0.8909 -3.1530  -0.31
N2 2.6356 -0.0742 -2.3158  -0.13
C22 2.7357 -2.2674 -3.4834  -0.54
C23 1.6342 -2.1293 -4.5458  -0.05
C24 3.8421 -3.1691 -4.0326  -0.07
C25 2.1548 -2.9123 -2.2145  -0.07
H6 -1.5991 2.9459 -2.0487  0.09
H7 -1.4772 3.2112 -0.3003  0.06
H8 -0.2889 2.1854 -1.1212  0.01
H9 -0.6451 5.1832 -1.4836  0.12
H10 1.2372 3.2796 -2.9365  0.07
H11 1.3931 5.0423 -2.9600  0.08
H12 -0.0567 4.2668 -3.6206  0.07
H13 0.0510 6.3970 0.1900  0.10
H14 1.5248 6.8581 2.1238  0.09
H15 3.2467 5.2100 2.7608  0.11
H16 3.6737 1.9163 1.0597  0.12
H17 3.9869 3.3261 3.7478  0.07
H18 4.3248 1.6353 3.3644  0.08
H19 2.6582 2.2268 3.3610  0.07
H20 5.4194 4.3008 1.8084  0.08
H21 5.4050 3.4557 0.2542  0.07
H22 5.9937 2.6246 1.7027  0.08
H23 3.8094 3.0490 -1.5698  0.13
H24 5.2796 1.7378 -3.2190  0.09
H25 5.1723 -0.7188 -4.3547  0.08
H26 2.0368 -1.6583 -5.4475  0.08
H27 0.8193 -1.5063 -4.1736  0.05
H28 1.2257 -3.1100 -4.8163  0.08
H29 4.2085 -2.8045 -4.9965  0.08
H30 3.4594 -4.1843 -4.1787  0.08
H31 4.6884 -3.2140 -3.3413  0.09
H32 1.3568 -2.3008 -1.7981  -0.06
H33 2.9322 -3.0045 -1.4502  0.10
H34 1.7571 -3.9101 -2.4288  0.09
F1 -1.6754 -6.7477 -2.8339  0.13
C26 -1.8058 -5.7269 -1.9878  -0.14
C27 -2.2349 -5.9443 -0.6998  -0.14
F2 -2.5320 -7.1853 -0.3084  0.12
C28 -2.3722 -4.8825 0.1747  -0.20
F3 -2.8548 -5.1953 1.3860  0.09
C29 -2.0667 -3.5785 -0.1756  -0.27
P1 -2.2053 -2.0469 0.9006  1.14
C30 -4.1023 -2.0799 0.7617  -0.32
C31 -4.6435 -1.2622 -0.2351  -0.11
C32 -6.0112 -1.2377 -0.4922  -0.09
C33 -6.8758 -2.0165 0.2638  -0.11
C34 -6.3608 -2.8177 1.2749  -0.09
C35 -4.9918 -2.8504 1.5178  -0.09
C36 -2.0787 -2.6981 2.6201  -0.36
C37 -1.2081 -3.7018 3.0347  -0.09
C38 -1.0665 -4.0063 4.3820  -0.06
C39 -1.7811 -3.3025 5.3438  -0.10
C40 -2.6359 -2.2812 4.9486  -0.09
C41 -2.7772 -1.9839 3.5997  -0.12
C42 -1.6795 -3.3882 -1.5067  -0.54
Br1 -1.4430 -1.6541 -2.2137  0.83
C43 -1.5443 -4.4372 -2.3962  -0.26
F4 -1.1744 -4.2443 -3.6637  0.08
H35 -3.9819 -0.6182 -0.8011  0.07
H36 -6.4012 -0.6016 -1.2796  0.10
H37 -7.9431 -1.9961 0.0729  0.09
H38 -7.0279 -3.4295 1.8732  0.10
H39 -4.6134 -3.4922 2.3017  0.10
H40 -0.6054 -4.2276 2.3043  0.12
H41 -0.3746 -4.7843 4.6813  0.11
H42 -1.6671 -3.5418 6.3947  0.10
H43 -3.1882 -1.7144 5.6895  0.10
H44 -3.4443 -1.1828 3.2965  0.11

***

No. 2
Below is C43H44N2O3S as an isolated structure at a distorted geometry, with properties calculated with wB97M-V/def2-TZVPD.

maximum force	3.77	eV/Å
HOMO-LUMO gap	8.27	eV
HOMO	-0.3255	Ha
molecular weight	668.90	g mol⁻¹

Last column: Löwdin charge in e.
Atoms and positions in Å:
C1 2.5929 -0.9326 2.5834  -0.02
C2 2.0897 -0.7604 1.1782  -0.13
C3 0.7705 -1.2410 0.7831  -0.15
C4 -0.0947 -1.9054 1.8297  -0.11
C5 -1.5260 -1.3998 1.8403  -0.18
O1 -1.5353 -0.0696 2.3918  0.00
C6 -2.1480 0.8451 1.6272  -0.37
O2 -2.5202 1.8681 2.0869  0.11
C7 0.3393 -1.0843 -0.4942  0.00
C8 1.1289 -0.4742 -1.5011  -0.36
N1 0.8659 -0.2971 -2.7912  -0.21
S1 2.1707 0.4544 -3.4018  1.01
N2 3.0730 0.5788 -2.0979  -0.24
C9 2.4075 0.0138 -1.0957  -0.31
C10 2.8743 -0.1330 0.2394  -0.12
C11 4.2370 0.4446 0.5538  -0.07
C12 4.0638 1.6645 1.4883  -0.36
C13 4.0108 2.9880 0.7842  0.03
O3 2.8409 2.2435 1.4748  -0.08
H1 3.6689 -1.0559 2.6295  0.08
H2 2.1119 -1.7473 3.1018  0.07
H3 2.3710 0.0040 3.1014  0.10
H4 0.2715 -1.6746 2.8194  0.10
H5 -0.0702 -2.9873 1.7067  0.13
H6 -2.1111 -2.0189 2.5164  0.13
H7 -1.9820 -1.4555 0.8553  0.11
H8 -2.2774 0.5997 0.5681  0.13
H9 -0.6395 -1.4613 -0.7697  0.12
H10 4.7145 0.8250 -0.3367  0.10
H11 4.8450 -0.2688 1.0996  0.11
H12 4.5998 1.6534 2.4254  0.13
H13 3.9031 3.8907 1.3718  0.10
H14 3.5214 3.0895 -0.1765  0.11
C14 -5.5964 -0.6805 0.0659  -0.09
C15 -6.1238 -1.5192 -0.9069  -0.09
C16 -6.2810 -2.8734 -0.6484  -0.09
C17 -5.9130 -3.3917 0.5856  -0.10
C18 -5.3820 -2.5554 1.5568  -0.10
C19 -5.2218 -1.2003 1.2968  -0.10
H15 -5.4714 0.3753 -0.1392  0.09
H16 -6.4131 -1.1146 -1.8682  0.10
H17 -6.6895 -3.5255 -1.4095  0.10
H18 -6.0374 -4.4477 0.7886  0.10
H19 -5.0905 -2.9597 2.5182  0.10
H20 -4.7997 -0.5548 2.0583  0.10
C20 5.4245 -0.3600 7.0183  -0.10
C21 5.3810 -1.2384 8.0918  -0.10
C22 4.2143 -1.9360 8.3712  -0.10
C23 3.0930 -1.7609 7.5724  -0.10
C24 3.1375 -0.8849 6.4970  -0.10
C25 4.3017 -0.1816 6.2222  -0.10
H21 6.3336 0.1863 6.8024  0.10
H22 6.2571 -1.3790 8.7115  0.10
H23 4.1788 -2.6167 9.2119  0.10
H24 2.1841 -2.3075 7.7882  0.10
H25 2.2628 -0.7495 5.8733  0.09
H26 4.3347 0.5060 5.3861  0.09
C26 -4.3378 3.2325 -2.4142  -0.09
C27 -3.4989 2.3572 -1.7404  -0.10
C28 -2.5685 1.5989 -2.4232  -0.10
C29 -2.4466 1.7235 -3.7933  -0.09
C30 -3.2715 2.5971 -4.4881  -0.10
C31 -4.2211 3.3486 -3.7979  -0.11
H27 -5.0719 3.8152 -1.8741  0.10
H28 -3.5646 2.2428 -0.6633  0.09
H29 -1.9289 0.9118 -1.8808  0.08
H30 -1.7068 1.1298 -4.3162  0.10
H31 -3.1767 2.6979 -5.5612  0.10
H32 -4.8678 4.0278 -4.3391  0.10
C32 -0.7218 5.4724 -4.8840  -0.09
C33 0.0580 5.8745 -5.9593  -0.10
C34 -0.4618 6.7456 -6.9073  -0.10
C35 -1.7592 7.2201 -6.7756  -0.10
C36 -2.5382 6.8199 -5.6982  -0.09
C37 -2.0208 5.9438 -4.7545  -0.10
H33 -0.3191 4.7903 -4.1458  0.10
H34 1.0719 5.5086 -6.0592  0.10
H35 0.1448 7.0549 -7.7488  0.10
H36 -2.1633 7.9022 -7.5127  0.10
H37 -3.5501 7.1910 -5.5948  0.10
H38 -2.6284 5.6270 -3.9179  0.09
C38 0.8932 -5.1817 -0.5816  -0.09
C39 1.9784 -4.3657 -0.8684  -0.08
C40 3.1619 -4.9228 -1.3324  -0.09
C41 3.2572 -6.2951 -1.5163  -0.10
C42 2.1705 -7.1106 -1.2318  -0.10
C43 0.9892 -6.5547 -0.7613  -0.10
H39 -0.0302 -4.7465 -0.2185  0.09
H40 1.9007 -3.2949 -0.7295  0.08
H41 4.0100 -4.2864 -1.5513  0.10
H42 4.1787 -6.7295 -1.8820  0.10
H43 2.2445 -8.1806 -1.3770  0.10
H44 0.1432 -7.1912 -0.5359  0.10